1.
{
  "formula": "C2H2O2Sn",
  "method": "ωB97M-V/def2-TZVPD",
  "orbital_gap_ev": 7.66,
  "charge": 0,
  "de_lowest_kcal_mol": 35.00,
  "e_lumo_ev": -0.1453,
  "max_force_ev_per_a": 6.2,
  "elements": ["C", "C", "O", "Sn", "H", "O", "H"],
  "positions_angstrom": [[0.50849, -0.61166, 0.49905], [0.43430, -1.80605, 0.62230], [-2.27596, 1.82156, -1.83868], [-0.84964, 1.64093, -0.86885], [0.38420, -2.85768, 0.83847], [0.50535, 0.67546, 0.20733], [1.29325, 1.13743, 0.54040]]
}

=====

2.
{
  "formula": "C2H2O3S",
  "method": "ωB97M-V/def2-TZVPD",
  "orbital_gap_ev": 8.56,
  "charge": 0,
  "smiles": "O=C(O)C(O)=S",
  "de_lowest_kcal_mol": 18.79,
  "e_lumo_ev": -0.6905,
  "max_force_ev_per_a": 2.2,
  "elements": ["O", "C", "O", "C", "O", "S", "H", "H"],
  "positions_angstrom": [[0.68414, 1.66780, -0.35662], [0.33332, 0.58731, 0.04192], [0.81339, 0.10219, 1.19514], [-0.68333, -0.26737, -0.67442], [-0.67962, -1.55519, -0.48682], [-1.76712, 0.45471, -1.61416], [1.38780, 0.73985, 1.63791], [-0.08857, -1.72931, 0.25706]]
}

=====

3.
{
  "formula": "C2H2O3S",
  "method": "ωB97M-V/def2-TZVPD",
  "orbital_gap_ev": 9.34,
  "charge": 0,
  "de_lowest_kcal_mol": 58.48,
  "e_lumo_ev": -0.3983,
  "max_force_ev_per_a": 7.1,
  "elements": ["C", "C", "O", "O", "O", "S", "H", "H"],
  "positions_angstrom": [[-0.52978, 0.18326, -0.74880], [-1.01281, 1.44298, -0.44360], [-0.01554, -0.82481, -0.99605], [0.31029, -1.50489, 1.66321], [2.39535, -1.08648, 0.68522], [1.25861, -1.90097, 0.68008], [-0.71919, 2.16922, -1.11571], [-1.68694, 1.52169, 0.27564]]
}

=====

4.
{
  "formula": "C2H2O4S",
  "method": "ωB97M-V/def2-TZVPD",
  "orbital_gap_ev": 9.97,
  "charge": 0,
  "smiles": "C=S(=O)=O.O=C=O",
  "de_lowest_kcal_mol": 17.28,
  "e_lumo_ev": -0.3414,
  "max_force_ev_per_a": 5.6,
  "elements": ["C", "S", "O", "O", "H", "H", "O", "C", "O"],
  "positions_angstrom": [[0.71818, 1.51200, -0.36316], [1.00243, -0.05384, -0.02592], [1.83155, -0.56571, 1.07381], [0.53428, -0.97312, -1.05126], [0.60182, 2.18781, 0.53719], [0.08256, 1.58298, -1.20560], [-1.67212, -0.09304, 0.40212], [-1.57105, -1.24403, 0.32025], [-1.52766, -2.35306, 0.31257]]
}

=====

5.
{
  "formula": "C2H2O5Tl",
  "method": "ωB97M-V/def2-TZVPD",
  "orbital_gap_ev": 7.38,
  "charge": -1,
  "de_lowest_kcal_mol": 0.00,
  "e_lumo_ev": 2.8202,
  "max_force_ev_per_a": 3.3,
  "elements": ["C", "O", "O", "C", "O", "Tl", "O", "H", "O", "H"],
  "positions_angstrom": [[-1.14687, 1.32057, -0.81197], [-1.73707, 1.01503, 0.26142], [-1.34928, 2.34071, -1.49351], [0.05345, 0.37293, -1.25988], [0.10617, -0.74906, -0.67676], [-1.02591, -0.76981, 1.31262], [1.06447, -1.70173, 1.54356], [1.75852, -1.67365, 2.20670], [0.96810, 0.88477, -1.93492], [1.30841, -1.03976, 0.85276]]
}

=====

6.
{
  "formula": "C2H2O6Tl",
  "method": "ωB97M-V/def2-TZVPD",
  "orbital_gap_ev": 2.66,
  "charge": 1,
  "de_lowest_kcal_mol": 60.30,
  "e_lumo_ev": -9.8934,
  "max_force_ev_per_a": 3.0,
  "elements": ["Tl", "O", "C", "O", "O", "H", "O", "C", "O", "O", "H"],
  "positions_angstrom": [[-2.72989, 3.78910, 1.11192], [1.93942, -0.67421, 3.18911], [1.38371, -0.15266, 2.09612], [1.90151, -0.42824, 0.99374], [0.36896, 0.53101, 2.29182], [2.64885, -1.25805, 2.91084], [-0.48036, -1.19116, -2.44337], [-1.31873, -0.17031, -2.77725], [-1.82405, 0.54785, -1.89585], [-1.64105, -0.00044, -3.94390], [-0.24837, -0.99289, -1.53317]]
}

=====

7.
{
  "formula": "C2H2OS",
  "method": "ωB97M-V/def2-TZVPD",
  "orbital_gap_ev": [7.14, 7.13],
  "charge": 0,
  "de_lowest_kcal_mol": 134.03,
  "e_lumo_ev": [-2.7672, -2.7255],
  "max_force_ev_per_a": 4.2,
  "elements": ["C", "C", "O", "S", "H", "H"],
  "positions_angstrom": [[1.36362, 1.58157, -0.43101], [1.18182, 0.23598, 0.18999], [0.32752, 1.37205, 0.22281], [4.18726, -0.44658, -0.07613], [1.03420, -0.64655, -0.44628], [1.46582, 0.10375, 1.33591]]
}

=====

8.
{
  "formula": "C2H2OS",
  "method": "ωB97M-V/def2-TZVPD",
  "orbital_gap_ev": [7.79, 7.79],
  "charge": 0,
  "smiles": "C#C.O=S",
  "de_lowest_kcal_mol": 75.75,
  "e_lumo_ev": [-1.8723, -1.8781],
  "max_force_ev_per_a": 3.6,
  "elements": ["C", "C", "H", "H", "O", "S"],
  "positions_angstrom": [[-0.79268, 0.03473, 0.40808], [-1.79461, 0.08807, -0.28207], [0.26026, -0.01624, 0.51749], [-2.70413, 0.48008, -0.49477], [2.38278, -0.81937, 0.43149], [2.64838, 0.23273, -0.58023]]
}

=====

9.
{
  "formula": "C2H2OS2",
  "method": "ωB97M-V/def2-TZVPD",
  "orbital_gap_ev": 7.78,
  "charge": 0,
  "smiles": "O=C(S)C=S",
  "de_lowest_kcal_mol": 13.85,
  "e_lumo_ev": -1.6844,
  "max_force_ev_per_a": 1.8,
  "elements": ["O", "C", "S", "C", "S", "H", "H"],
  "positions_angstrom": [[-0.07933, 1.62346, -0.04285], [-0.13436, 0.41595, 0.04103], [-1.66886, -0.48916, -0.08558], [0.99608, -0.52333, 0.08194], [2.51617, -0.13243, -0.09033], [-2.37161, 0.67917, -0.02832], [0.74190, -1.57366, 0.12410]]
}

=====

10.
{
  "formula": "C2H2OS3",
  "method": "ωB97M-V/def2-TZVPD",
  "orbital_gap_ev": 7.40,
  "charge": 0,
  "smiles": "OC(=S)C(=S)S",
  "de_lowest_kcal_mol": 8.00,
  "e_lumo_ev": -1.5362,
  "max_force_ev_per_a": 2.1,
  "elements": ["O", "C", "S", "C", "S", "S", "H", "H"],
  "positions_angstrom": [[0.45693, 1.29376, -1.55333], [-0.21637, 0.40806, -0.84902], [-1.43603, -0.35747, -1.57412], [0.34055, 0.04216, 0.56752], [1.89032, 0.30482, 0.86967], [-0.80907, -0.79766, 1.49424], [1.14322, 1.69545, -0.99982], [0.13282, -1.14173, 2.47879]]
}

=====

11.
{
  "formula": "C2H2P2S2",
  "method": "ωB97M-V/def2-TZVPD",
  "orbital_gap_ev": 8.23,
  "charge": 0,
  "smiles": "C1=CP2#S#P2S1",
  "de_lowest_kcal_mol": 0.00,
  "e_lumo_ev": -0.5409,
  "max_force_ev_per_a": 1.9,
  "elements": ["C", "C", "P", "S", "P", "S", "H", "H"],
  "positions_angstrom": [[-0.91855, -0.27905, -0.15636], [-0.25562, 0.19596, 0.90503], [-0.97252, 0.35127, 2.57274], [-2.21397, 2.12023, 2.52176], [-3.02337, 0.14200, 1.88948], [-2.60335, -0.70747, -0.17414], [-0.42632, -0.43118, -1.10518], [0.80632, 0.37769, 0.82335]]
}

=====

12.
{
  "formula": "C2H2S3",
  "method": "ωB97M-V/def2-TZVPD",
  "orbital_gap_ev": 8.40,
  "charge": 0,
  "de_lowest_kcal_mol": 3.40,
  "e_lumo_ev": -0.3192,
  "max_force_ev_per_a": 4.0,
  "elements": ["S", "S", "S", "C", "C", "H", "H"],
  "positions_angstrom": [[-1.21856, 1.54229, 2.02559], [1.21780, 0.47689, 0.59176], [-1.32541, -0.49749, -0.18742], [-0.49619, 0.50093, 0.95596], [0.43207, -0.50403, -0.76701], [0.83016, -1.49973, -0.87166], [0.56014, -0.01888, -1.74721]]
}